72
Properties=species:S:1:pos:R:3:mulliken_charge:R:1 method="wB97M-V/def2-TZVPD" total_energy_ev=-235312.027 relative_energy_kj_mol=8.5 homo_ev=-5.74 total_charge=-1 homo_lumo_gap_ev=8.230
Be -0.4975 -1.9456 -1.2779 0.331
C 0.8209 2.1082 -0.1321 -1.067
C 1.7657 1.1936 -0.9081 -1.260
As 1.4775 -0.7273 -0.5395 1.372
C 1.5679 -0.7497 1.4068 0.775
C 0.4200 -0.3644 2.0997 -0.162
C 0.3850 -0.4006 3.4865 -0.877
C 1.4924 -0.8389 4.1986 -0.656
C 2.6302 -1.2433 3.5158 -0.668
C 2.6678 -1.1991 2.1286 -0.791
C 3.1922 -1.4306 -1.1041 0.421
C 3.1898 -2.5955 -1.8639 -0.537
C 4.3900 -3.1284 -2.3149 -0.845
C 5.5923 -2.5093 -2.0069 -0.389
C 5.5990 -1.3464 -1.2475 -0.840
C 4.4012 -0.8082 -0.8015 -0.177
As -1.0752 1.6328 -0.4731 0.883
C -1.2337 2.6676 -2.1288 0.158
C -0.9494 1.9796 -3.3092 -0.267
C -0.9924 2.6325 -4.5330 -0.734
C -1.3353 3.9755 -4.5937 -0.399
C -1.6390 4.6614 -3.4256 -0.639
C -1.5878 4.0116 -2.1998 -0.475
C -1.9025 2.8467 0.8208 0.126
C -1.3717 4.0490 1.2784 0.003
C -2.0429 4.8017 2.2327 -0.648
C -3.2546 4.3579 2.7439 -0.415
C -3.7884 3.1549 2.3045 -0.598
C -3.1127 2.4009 1.3537 -0.790
H 0.9973 3.1522 -0.4037 0.782
H 0.9955 2.0026 0.9421 0.545
H 2.8041 1.4606 -0.6922 0.499
H 1.6149 1.2990 -1.9868 0.412
H -0.4662 -0.0598 1.5537 0.111
H -0.5146 -0.0937 4.0055 0.499
H 1.4652 -0.8749 5.2807 0.383
H 3.4914 -1.6063 4.0637 0.397
H 3.5527 -1.5463 1.6107 0.443
H 2.2463 -3.0744 -2.0986 0.333
H 4.3802 -4.0325 -2.9101 0.398
H 6.5259 -2.9305 -2.3590 0.362
H 6.5351 -0.8577 -1.0060 0.375
H 4.4148 0.1010 -0.2098 0.297
H -0.7291 0.9195 -3.2835 0.209
H -0.7737 2.0704 -5.4321 0.495
H -1.3800 4.4854 -5.5482 0.355
H -1.9225 5.7064 -3.4688 0.382
H -1.8361 4.5574 -1.2968 0.285
H -0.4247 4.4073 0.8917 0.309
H -1.6189 5.7370 2.5789 0.389
H -3.7772 4.9458 3.4883 0.365
H -4.7282 2.7970 2.7064 0.400
H -3.5146 1.4480 1.0234 0.409
O -0.0204 -2.9234 -2.5351 -0.447
Se -1.1127 -2.1008 -3.5365 1.135
O -2.3295 -3.0231 -4.0216 -0.704
O -1.5090 -1.0956 -2.2244 -0.368
O -0.3720 -1.2489 -4.6849 -0.696
C -3.6965 -2.9211 2.6174 -0.966
N -2.4534 -3.2061 1.9328 0.257
C -1.6190 -4.2069 2.3416 0.094
C -0.4304 -4.4137 1.7630 -1.134
C -0.0279 -3.5508 0.6631 0.724
O 1.0776 -3.6254 0.1316 -0.585
N -0.9403 -2.6121 0.2179 0.168
C -2.0998 -2.3414 0.8851 0.208
O -2.8257 -1.3890 0.6545 -0.590
H -3.8266 -3.6485 3.4167 0.299
H -4.5389 -2.9788 1.9282 0.294
H -3.6829 -1.9142 3.0351 0.289
H -1.9803 -4.8092 3.1661 0.289
H 0.2413 -5.1909 2.0891 0.464